C6H60N6O27P | ωB97M-V/def2-TZVPD

Properties
- largest force on an atom (hartree/bohr) = 0.143
- E (hartree) = -2965.35363

ORCA input file:
```
! RIJCOSX wB97M-V def2-TZVPD def2/J DEFGRID3
* xyz 1 1
P 1.9553 -1.2465 -1.5460
O -1.7283 1.6154 7.4881
O -0.8766 -3.7879 -2.4283
O 0.6790 2.9337 -4.7903
O 4.6177 -1.4356 6.5318
O -4.4197 0.3564 6.8191
O 1.7101 -4.4430 -3.2013
O 3.9146 3.5474 -1.9969
O 4.1348 1.1507 2.0642
O -1.2717 -1.4147 -4.8220
O -4.3893 -1.8717 0.4523
O 2.1008 1.2104 -8.0036
O 0.1897 0.1170 5.9037
O -2.0745 -4.2894 8.6455
O 4.5504 -2.6652 -5.4125
O 2.5669 0.5629 -5.1381
O 5.7095 0.1024 -6.1074
O -6.8955 1.4328 -2.5023
O -2.1704 5.7816 -1.9645
O -1.9837 -3.7109 -6.9191
O 3.5307 -1.4678 3.3793
O 0.2269 -1.8151 3.7076
O -2.8472 -1.1893 9.0466
O 2.4119 1.5105 1.0530
O 5.7038 2.3655 4.2937
O -4.6253 3.0383 5.1143
O -8.3213 1.8820 -4.8466
O 5.4073 -3.8994 7.5781
N 2.9673 -0.4571 -2.5479
N -0.6636 -0.5912 -1.4591
N 3.6629 2.0016 1.3401
N 0.6058 -0.1398 -1.2094
N -2.8760 0.3639 -1.3290
N -0.7714 1.6818 -0.6529
C 0.6433 1.2412 -0.6827
C 1.9732 2.0387 -0.2529
C -1.5492 0.5330 -1.1394
C -3.7464 1.5745 -1.0279
C -3.8495 2.9757 -3.6217
C -3.8745 2.4255 -2.4135
H -2.4529 6.4285 -2.6241
H 2.4346 1.1441 -8.9081
H -3.2941 -0.5220 -1.6914
H -4.7882 1.2490 -0.6355
H -1.0439 -3.4958 -6.9802
H -2.4528 -1.9211 8.5513
H 1.1293 -4.1339 -3.9093
H 5.0681 -4.3818 6.8121
H 6.2759 -4.2932 7.7361
H 2.5146 0.4683 -2.7033
H 0.4534 0.8740 5.3623
H -1.0000 -0.6609 -5.3632
H 3.0269 -0.2342 -4.8351
H 4.9301 0.4003 -5.6174
H -8.8462 2.6933 -4.8397
H -2.3007 -1.1234 9.8401
H 6.5727 1.9736 4.4507
H 4.1824 4.3042 -2.5351
H 0.6228 0.2754 6.7543
H -0.0611 -1.4246 4.5448
H -1.3837 -4.8187 9.0650
H 1.4261 2.3684 -5.0347
H 4.8229 -1.9112 -5.9550
H 3.8116 -1.9467 6.6796
H -4.1158 -1.1199 -0.0881
H 1.5195 -2.4286 -2.2722
H -5.4747 3.4241 5.3646
H 0.1398 2.9690 -5.5908
H -8.0016 1.8185 -5.7562
H 4.3527 3.6985 -1.1481
H -3.8713 0.4222 7.6153
H 5.3620 1.8805 3.5305
H -0.4177 -4.5850 -2.1284
H -3.9441 -1.7266 1.2982
H -3.2782 2.2246 -0.1802
H 2.3942 -4.9473 -3.6634
H -6.7074 0.9260 -3.3021
H -1.0336 1.1197 7.0313
H 2.7737 1.9426 -1.0721
H -2.5227 4.9427 -2.2935
H -1.0116 -1.4899 -1.8403
H 6.0398 0.9050 -6.5317
H -3.4676 3.2705 -4.6783
H -1.2118 -4.0264 -3.3035
H -0.8309 -1.2659 -3.9749
H -7.8569 1.3916 -2.4216
H -2.2587 -3.3186 -6.0799
H 2.6364 -1.6276 -0.3431
H -4.0260 -0.3738 6.3247
H 5.3112 -1.9678 6.9489
H 2.2348 0.3226 -6.0159
H 3.7915 -0.7106 2.8385
H -2.8816 -4.8002 8.7921
H 3.9643 -1.3097 4.2297
H 1.6920 3.1563 -0.1159
H 4.9884 -2.5130 -4.5647
H -2.3096 1.9136 6.7750
H -4.6913 2.1182 5.4056
H 1.1643 -1.5845 3.6525
H 1.5726 2.0195 -8.0083
*
```

These are the Löwdin partial charges, in e, on atoms 1 to 8: 0.848 -0.061 -0.066 -0.066 -0.069 -0.062 -0.080 -0.062